Record 1
Density functional theory data (wB97M-V/def2-TZVPD) for the molecule C5H6O2.

Last column: Löwdin charge in e.
CARTESIAN COORDINATES (ANGSTROEM)
1 C -0.735 -1.020 -2.345  0.125
2 C -0.449 -0.378 -1.364  -0.055
3 C 0.158 0.067 -0.081  -0.360
4 C 1.233 1.163 -0.150  -0.026
5 O -0.844 0.470 0.884  -0.009
6 C -1.122 -0.436 1.838  -0.322
7 O -0.559 -1.489 1.987  0.070
8 H -0.942 -1.716 -3.138  0.035
9 H 0.594 -0.850 0.324  0.134
10 H 0.894 2.189 -0.358  0.089
11 H 1.976 0.884 -0.900  0.085
12 H 1.763 1.208 0.807  0.084
13 H -1.952 -0.104 2.482  0.149

Properties
net charge = 0
orbital gap = 11.242 eV
multiplicity = 1

=====

Record 2
Density functional theory data (wB97M-V/def2-TZVPD) for the molecule C5H6O2.

Last column: Löwdin charge in e.
CARTESIAN COORDINATES (ANGSTROEM)
1 O 0.801 2.118 0.304  0.096
2 C 0.389 0.979 0.272  -0.428
3 C 1.349 -0.165 -0.072  -0.112
4 O 0.968 -0.865 -1.273  -0.132
5 C 0.189 -0.192 -2.074  0.097
6 C -1.407 -0.483 1.215  0.046
7 C -1.012 0.663 0.664  -0.100
8 H 1.395 -0.922 0.716  0.125
9 H 2.342 0.259 -0.229  0.134
10 H 0.070 -0.896 -2.933  0.032
11 H -0.735 -1.326 1.364  0.064
12 H -2.426 -0.617 1.569  0.065
13 H -1.698 1.499 0.553  0.115

Properties
net charge = 0
orbital gap = 9.203 eV
multiplicity = 1

=====

Record 3
Density functional theory data (wB97M-V/def2-TZVPD) for the molecule C5H6O2.

Last column: Löwdin charge in e.
CARTESIAN COORDINATES (ANGSTROEM)
1 C 0.544 1.683 0.954  0.027
2 O 0.122 -2.025 1.133  0.077
3 C -0.139 -1.949 -0.042  -0.221
4 C -0.897 -0.808 -0.655  -0.259
5 O -1.236 0.128 0.391  0.046
6 C -0.032 0.701 0.088  -0.452
7 C 0.253 0.079 -1.060  0.031
8 H 1.603 1.842 0.735  0.095
9 H 0.409 1.696 2.045  0.101
10 H 0.260 -2.646 -0.807  0.134
11 H -1.718 -1.066 -1.315  0.148
12 H -0.223 2.337 0.310  0.162
13 H 1.055 0.027 -1.777  0.110

Properties
net charge = 0
orbital gap = 9.686 eV
multiplicity = 1

=====

Record 4
Density functional theory data (wB97M-V/def2-TZVPD) for the molecule C5H6O2.

Last column: Löwdin charge in e.
CARTESIAN COORDINATES (ANGSTROEM)
1 O -1.686 1.208 1.306  0.067
2 C -1.472 0.664 0.248  -0.207
3 C -0.220 -0.076 -0.076  -0.347
4 C -0.320 -1.223 -1.016  -0.206
5 O 0.636 -1.863 -1.393  0.060
6 C 0.855 -0.149 0.993  -0.054
7 C 1.070 0.746 -0.158  -0.043
8 H -2.220 0.724 -0.569  0.133
9 H -1.347 -1.484 -1.350  0.132
10 H 1.414 -1.079 1.029  0.119
11 H 0.572 0.293 1.944  0.113
12 H 1.752 0.420 -0.938  0.115
13 H 0.966 1.819 -0.020  0.119

Properties
net charge = 0
orbital gap = 10.640 eV
multiplicity = 1

=====

Record 5
Density functional theory data (wB97M-V/def2-TZVPD) for the molecule C5H6O2S.

Last column: Löwdin charge in e.
CARTESIAN COORDINATES (ANGSTROEM)
1 O 1.451 -1.800 -0.640  0.137
2 C 0.985 -0.705 -0.571  -0.398
3 C 0.311 -0.079 -1.804  -0.102
4 O -1.102 0.268 -1.696  -0.144
5 C -1.432 1.027 -0.505  -0.157
6 C -0.789 0.214 0.594  -0.545
7 S 0.057 0.247 2.170  0.924
8 C 0.715 0.327 0.475  -0.460
9 H 0.212 -0.870 -2.624  0.159
10 H 0.850 0.837 -2.173  0.144
11 H -0.936 1.970 -0.641  0.118
12 H -2.505 1.098 -0.392  0.126
13 H -1.027 -0.793 0.412  0.093
14 H 0.965 1.354 0.258  0.105

Properties
net charge = 0
orbital gap = 10.064 eV
multiplicity = 1

=====

Record 6
Density functional theory data (wB97M-V/def2-TZVPD) for the molecule C5H6O3.

Last column: Löwdin charge in e.
CARTESIAN COORDINATES (ANGSTROEM)
1 C -1.649 -1.541 1.082  0.013
2 C -0.586 -0.791 0.932  -0.050
3 C 0.752 -0.720 0.844  -0.419
4 O 1.626 -1.052 1.809  0.123
5 O 1.258 0.045 -0.132  0.047
6 C 0.160 0.817 -0.757  -0.368
7 C 0.533 2.037 -1.176  0.100
8 O -0.790 0.081 -1.388  0.056
9 H -1.670 -2.597 0.834  0.062
10 H -2.588 -1.131 1.431  0.051
11 H 2.474 -0.632 1.606  0.126
12 H 1.472 2.469 -0.884  0.068
13 H -0.022 2.540 -1.949  0.067
14 H -0.970 0.475 -2.251  0.124

Properties
net charge = 0
orbital gap = 8.566 eV
multiplicity = 1

=====

Record 7
Density functional theory data (wB97M-V/def2-TZVPD) for C5H6O3 as an isolated structure.

Last column: Löwdin charge in e.
CARTESIAN COORDINATES (ANGSTROEM)
1 C 0.011 1.197 -0.027  -0.500
2 C 0.456 0.279 -1.189  -0.247
3 C 0.694 -1.078 -0.676  -0.134
4 C 0.003 -1.106 0.645  -0.166
5 C -0.539 0.151 0.963  -0.370
6 H -1.056 2.549 0.656  0.297
7 H 0.954 1.549 0.630  0.209
8 H 1.738 -1.531 -0.649  0.144
9 H -0.111 -1.956 -1.150  0.194
10 H -0.891 -1.927 0.500  0.188
11 H 0.765 -1.393 1.485  0.175
12 O -0.745 2.069 -0.418  0.055
13 O 0.085 0.475 -2.418  0.054
14 O -1.363 0.721 1.648  0.101

Properties
net charge = 0
orbital gap = 9.080 eV
multiplicity = 1

=====

Record 8
Density functional theory data (wB97M-V/def2-TZVPD) for the molecule C5H6O3.

Last column: Löwdin charge in e.
CARTESIAN COORDINATES (ANGSTROEM)
1 C 1.224 1.517 -0.264  -0.048
2 O 0.072 2.008 0.421  0.048
3 C 0.198 0.658 0.410  -0.324
4 C 0.357 -0.404 1.538  -0.106
5 O -0.341 -1.459 0.838  -0.044
6 C -0.514 -0.586 -0.347  -0.362
7 C -1.564 -0.856 -1.309  -0.021
8 O -0.162 -1.058 -1.610  0.034
9 H 2.220 1.453 0.241  0.129
10 H 1.278 1.497 -1.366  0.124
11 H 1.506 -0.735 1.784  0.156
12 H -0.155 -0.187 2.635  0.163
13 H -2.185 -1.752 -1.013  0.142
14 H -1.934 -0.096 -1.956  0.108

Properties
net charge = 0
orbital gap = 10.903 eV
multiplicity = 1

=====

Record 9
Density functional theory data (wB97M-V/def2-TZVPD) for C5H6O5Sc as an isolated structure.

Last column: Löwdin charge in e.
CARTESIAN COORDINATES (ANGSTROEM)
1 H -2.467 -1.212 2.415  0.145
2 O 1.700 2.914 -0.157  0.102
3 C -2.230 -0.598 1.549  0.272
4 C 1.978 4.036 0.038  -0.218
5 H -3.036 -0.369 0.856  0.140
6 H 0.462 -1.571 -2.693  0.158
7 C 0.713 -1.297 -1.655  -0.296
8 C -0.392 -1.601 -0.640  -0.103
9 O -0.020 -0.950 0.559  -0.092
10 C -0.912 -0.203 1.379  -0.305
11 O 2.243 5.021 0.645  0.336
12 O -0.200 0.789 1.819  0.017
13 Sc 1.164 0.885 0.370  1.596
14 O 1.216 -0.046 -1.566  -0.220
15 H 1.618 -1.932 -1.436  0.153
16 H -0.493 -2.682 -0.482  0.165
17 H -1.343 -1.183 -1.002  0.151

Properties
⟨S²⟩ = 0.7530
net charge = +2
orbital gap (alpha / beta) = 7.570 / 7.562 eV
multiplicity = 2

=====

Record 10
Density functional theory data (wB97M-V/def2-TZVPD) for C5H6OS as an isolated structure.

Last column: Löwdin charge in e.
CARTESIAN COORDINATES (ANGSTROEM)
1 C -0.320 0.723 0.912  -0.254
2 C -0.488 -0.835 0.775  -0.332
3 C -0.483 0.880 -0.585  -0.436
4 C 0.688 0.140 -1.021  -0.293
5 C 0.662 -1.039 -0.251  -0.313
6 H -0.993 1.313 1.536  0.116
7 H 0.725 0.915 1.142  0.108
8 H -0.623 -1.534 1.554  0.090
9 H -0.788 1.912 -0.766  0.120
10 H 0.911 0.128 -2.087  0.158
11 H 0.870 -2.090 -0.737  0.189
12 O 1.741 -0.130 -0.027  -0.015
13 S -1.900 -0.385 -0.447  0.863

Properties
net charge = 0
orbital gap = 9.378 eV
multiplicity = 1

=====

Record 11
Density functional theory data (wB97M-V/def2-TZVPD) for the molecule C5H6OS.

Last column: Löwdin charge in e.
CARTESIAN COORDINATES (ANGSTROEM)
1 S 0.932 -0.804 -3.204  0.580
2 C 0.788 0.200 -1.824  -0.580
3 C 0.030 0.074 -0.598  -0.336
4 C -0.439 -1.018 0.062  0.013
5 C -0.723 -0.637 1.449  -0.184
6 O -0.644 0.811 1.492  -0.094
7 C 0.122 1.213 0.329  -0.158
8 H 1.190 1.332 -1.769  0.109
9 H -0.424 -2.037 -0.149  0.111
10 H -0.095 -1.322 1.967  0.115
11 H -1.768 -1.011 1.653  0.146
12 H -0.276 2.055 -0.029  0.086
13 H 1.307 1.143 0.620  0.191

Properties
net charge = 0
orbital gap = 7.690 eV
multiplicity = 1

=====

Record 12
Density functional theory data (wB97M-V/def2-TZVPD) for the molecule C5H6OS2.

Last column: Löwdin charge in e.
CARTESIAN COORDINATES (ANGSTROEM)
1 C -0.529 0.223 -1.935  0.007
2 C 0.079 -0.802 -1.375  -0.182
3 C 0.991 -0.645 -0.154  -0.642
4 O 1.264 0.593 0.372  -0.132
5 C 0.022 0.980 1.094  -0.246
6 C -0.453 -0.138 1.926  -1.089
7 S -1.462 -0.016 3.214  0.655
8 S 0.225 -1.589 1.198  0.990
9 H -0.357 1.284 -1.670  0.079
10 H -1.388 0.045 -2.586  0.068
11 H 0.071 -1.852 -1.678  0.106
12 H 2.007 -1.088 -0.438  0.146
13 H 0.293 1.768 1.722  0.105
14 H -0.763 1.236 0.310  0.135

Properties
net charge = 0
orbital gap = 8.565 eV
multiplicity = 1

=====

Largest force on an atom? In order: 0.65 0.47 3.18 0.52 3.02 4.01 11.44 4.01 7.37 3.88 6.48 2.96 eV Å⁻¹.
Energy? In order: -344.5248 -344.4508 -344.4698 -344.5536 -742.6856 -419.6930 -419.6668 -419.6725 -1330.3632 -667.4238 -667.4272 -1065.6656 Ha.